Entry from the OMol25 dataset: a molecular structure, C13H28MnN4O7 at a distorted geometry (ωB97M-V/def2-TZVPD).

As for the HOMO energy (alpha / beta): -4.82 / -5.42 eV. Its maximum force is 7.7 eV/Å. The HOMO-LUMO gap (alpha / beta) comes out at 0.184 / 0.206 Ha. The relative energy (zero: lowest compared OMol25 entry of this formula, charge and spin) comes out at 2.354 eV. The value obtained for the molecular weight is 407.326 g/mol. The expectation value of S² is 8.7538. The LUMO energy (alpha / beta) is 0.182 / 0.180 eV.

ORCA input file:
```
! wB97M-V def2-TZVPD RIJCOSX def2/J DEFGRID3
* xyz 0 6
Mn -4.334 -6.511 36.180
C -5.814 -4.721 37.274
O -5.809 -5.047 36.029
O -6.753 -4.284 37.963
O -4.806 -5.263 37.747
C -6.828 -8.624 36.391
O -5.691 -8.126 36.218
N -7.387 -8.797 37.569
C -8.752 -9.342 37.760
C -6.721 -8.395 38.794
H -7.455 -8.958 35.550
H -9.144 -9.868 36.890
H -9.456 -8.546 38.004
H -8.767 -10.080 38.562
H -6.535 -9.299 39.375
H -5.838 -7.811 38.537
H -7.294 -7.724 39.435
C -2.898 -8.511 38.257
O -3.143 -7.779 37.313
N -2.281 -8.021 39.340
C -1.985 -8.812 40.559
C -2.061 -6.572 39.521
H -3.058 -9.600 38.234
H -0.965 -8.692 40.926
H -2.097 -9.890 40.448
H -2.687 -8.485 41.325
H -1.002 -6.324 39.591
H -2.390 -6.060 38.618
H -2.427 -6.081 40.423
C -1.388 -4.675 36.240
O -2.448 -5.320 36.067
N -0.103 -5.160 36.558
C 0.213 -6.568 36.666
C 1.011 -4.176 36.810
H -1.392 -3.592 36.040
H -0.561 -7.330 36.566
H 0.510 -6.775 37.695
H 1.061 -6.845 36.040
H 1.991 -4.527 36.487
H 0.822 -3.262 36.247
H 0.843 -4.077 37.883
C -3.446 -7.328 33.004
O -3.679 -7.064 34.175
N -2.248 -7.611 32.645
C -1.109 -7.907 33.581
C -1.959 -7.969 31.261
H -4.176 -7.381 32.181
H -0.899 -8.969 33.448
H -1.316 -7.704 34.632
H -0.151 -7.443 33.350
H -1.635 -9.009 31.295
H -2.567 -7.641 30.418
H -1.047 -7.456 30.958
*
```